Molecular formula: C50H58Br2N6O3S
Method: DFT, wB97M-V/def2-TZVPD

Computed properties:
maximum force = 0.0768 hartree/bohr
gap between HOMO and LUMO = 6.83 eV
SMILES = C=CCc1c(CCC(C)C)c(CCCBr)cc2c1C(=O)c1c(CCCCSc3nnco3)cc(CN)c([C@H](Br)CC)c1C2=O.c1ccncc1.c1ccncc1.c1ccncc1
DFT total energy = -8040.2214 Eh
HOMO level = -0.271 hartree

Last column: Löwdin charge in e.
CARTESIAN COORDINATES (ANGSTROEM)
C: 4.49299 1.90401 -0.72490  -0.021
C: 4.04693 0.55797 -0.76683  -0.140
C: 2.73730 0.07119 -1.49164  -0.125
C: 2.08926 -1.18648 -0.81862  -0.050
C: 2.21719 -2.54410 -1.40178  -0.079
C: 2.98459 -2.82397 -2.72784  -0.140
C: 4.46557 -2.27396 -2.77371  -0.164
C: 4.91302 -1.83696 -4.24008  -0.387
C: 4.08892 -0.62013 -4.81085  -0.104
C: 6.44454 -1.42147 -4.27124  -0.084
C: 1.55663 -3.66792 -0.70947  -0.131
C: 1.59026 -5.14646 -1.25011  -0.168
C: 2.58963 -6.06705 -0.44436  -0.277
C: 4.10964 -5.68394 -0.63012  -0.548
Br: 4.66160 -4.59405 0.93767  0.590
C: 0.77616 -3.49297 0.53232  0.040
C: 0.63340 -2.17403 1.11114  -0.052
C: 1.28606 -1.02461 0.44389  0.021
C: 1.00907 0.36992 1.16519  -0.254
O: 1.84634 1.22455 1.33876  0.083
C: -0.45784 0.53229 1.68500  -0.009
C: -1.15961 1.81876 1.50594  -0.105
C: -0.41026 2.99713 0.80398  -0.164
C: -1.33635 4.17120 0.32973  -0.205
C: -0.54923 5.20259 -0.58911  -0.260
C: 0.84333 5.61489 0.01319  -0.455
S: 1.55468 6.95295 -1.09252  0.912
C: 3.13370 6.24451 -1.65618  -0.612
N: 3.26763 5.71138 -2.87509  0.006
N: 4.53900 5.24974 -3.03027  0.029
C: 5.12660 5.50653 -1.83829  -0.169
O: 4.32122 6.14341 -0.93594  0.018
C: -2.53802 1.85982 1.98375  0.035
C: -3.21747 0.70585 2.60394  -0.108
C: -4.71546 0.95608 2.99905  -0.219
N: -5.61620 0.41975 1.92792  -0.028
C: -2.50254 -0.58712 2.80326  -0.144
C: -3.16838 -1.82966 3.45888  -0.578
Br: -4.55362 -2.57572 2.21618  0.715
C: -3.81410 -1.56527 4.88455  -0.265
C: -3.14203 -0.38707 5.69680  -0.106
C: -1.11615 -0.62298 2.31842  0.000
C: -0.22274 -1.91162 2.39907  -0.266
O: -0.15840 -2.63154 3.36593  0.107
H: 4.96741 2.44334 -1.58838  0.043
H: 4.31849 2.52065 0.20010  0.052
H: 4.64001 -0.21365 -0.20446  0.090
H: 2.00301 0.91987 -1.40158  0.115
H: 2.94695 -0.06501 -2.58333  0.080
H: 2.37624 -2.34514 -3.55357  0.120
H: 3.03380 -3.91056 -3.00049  0.093
H: 5.13506 -3.15402 -2.52955  0.107
H: 4.70131 -1.49457 -2.00765  0.094
H: 4.70840 -2.71781 -4.91290  0.132
H: 3.01511 -0.58726 -4.49764  0.055
H: 4.52999 0.38566 -4.56170  0.081
H: 4.08141 -0.66685 -5.93987  0.085
H: 6.48126 -0.31913 -4.05244  0.074
H: 6.79472 -1.56239 -5.33552  0.082
H: 7.08480 -2.02163 -3.57588  0.077
H: 0.55726 -5.55125 -1.03278  0.117
H: 1.70873 -5.20650 -2.35958  0.103
H: 2.33379 -5.92986 0.64133  0.080
H: 2.36548 -7.15075 -0.66586  0.114
H: 4.70537 -6.63328 -0.54536  0.060
H: 4.31202 -5.17732 -1.60455  0.048
H: 0.26746 -4.36496 1.00027  0.128
H: 0.37772 3.35303 1.52779  0.124
H: 0.16109 2.52740 -0.05060  0.123
H: -1.72547 4.69088 1.25384  0.118
H: -2.21685 3.73129 -0.21247  0.118
H: -0.38274 4.71176 -1.58688  0.119
H: -1.19263 6.11794 -0.65446  0.105
H: 1.57423 4.76227 0.01383  0.083
H: 0.76341 6.10376 1.02445  0.086
H: 6.18724 5.20107 -1.70609  0.140
H: -3.09270 2.81728 1.83005  0.106
H: -4.98423 0.58793 4.01675  0.079
H: -4.88505 2.07413 2.98751  0.112
H: -5.03611 0.05040 1.16834  0.027
H: -6.21535 1.15822 1.54546  0.030
H: -2.44754 -2.67845 3.59740  0.079
H: -4.91326 -1.41124 4.74533  0.084
H: -3.63738 -2.49980 5.48958  0.112
H: -2.05085 -0.24809 5.46987  0.087
H: -3.71606 0.57775 5.65600  0.068
H: -3.17662 -0.69688 6.78386  0.077
C: 5.77404 2.04016 3.49370  -0.078
C: 4.95969 1.19214 2.75801  -0.076
C: 5.40317 -0.09764 2.53429  -0.154
N: 6.57190 -0.57685 2.97506  0.060
C: 7.33992 0.26030 3.67774  -0.161
C: 6.98903 1.56898 3.96579  -0.081
H: 5.46474 3.05926 3.69597  0.104
H: 4.00485 1.51886 2.36775  0.075
H: 4.79680 -0.79958 1.97115  0.092
H: 8.28241 -0.15348 4.02143  0.100
H: 7.64963 2.20314 4.54288  0.098
C: -10.76895 2.60107 -0.61044  -0.080
C: -9.93251 1.77634 -1.34502  -0.072
C: -8.75360 1.34738 -0.75690  -0.147
N: -8.37157 1.68560 0.47933  0.051
C: -9.19492 2.48369 1.16788  -0.148
C: -10.39686 2.96428 0.67370  -0.073
H: -11.70066 2.95703 -1.03412  0.106
H: -10.18897 1.47219 -2.35132  0.102
H: -8.06818 0.69790 -1.29132  0.098
H: -8.85935 2.74338 2.16656  0.104
H: -11.02437 3.60620 1.27788  0.102
C: -5.49056 -2.39137 -3.24950  -0.085
C: -4.62078 -3.18041 -3.98530  -0.079
C: -3.43065 -3.57220 -3.39258  -0.160
N: -3.06888 -3.23048 -2.15142  0.058
C: -3.92366 -2.46702 -1.46129  -0.168
C: -5.13934 -2.02523 -1.96012  -0.072
H: -6.43190 -2.06520 -3.67664  0.103
H: -4.86022 -3.48544 -4.99573  0.099
H: -2.71923 -4.19274 -3.92759  0.100
H: -3.60376 -2.20363 -0.45911  0.043
H: -5.79311 -1.41025 -1.35447  0.094

Forces on the atoms, in the same order (eV/Å):
-0.2438 -0.6179 -0.2278
0.1927 0.7846 0.1930
0.5715 0.1408 -0.6716
-0.7636 -1.2301 1.3239
-1.0714 -0.3101 1.9286
-0.1225 0.9549 -0.1853
0.6035 -0.8228 -0.6461
-0.2153 0.5644 0.6896
-0.0795 0.1386 -0.7438
-0.8427 -0.1492 -0.7935
-0.3648 0.8839 0.6243
-0.7301 0.1775 0.7664
-0.3828 0.5782 0.0507
-0.7012 -1.3988 0.3206
0.0659 -0.1208 -0.8977
1.1040 1.8629 -1.0656
0.9094 0.2702 -1.6324
0.0435 -0.9613 -0.6354
-0.6684 -1.5233 -0.2421
-0.3802 -0.3749 -0.3349
-1.4306 0.1067 0.3186
-0.4821 -2.0311 0.8632
-0.2142 -0.5621 0.3556
0.5995 -0.1992 0.4014
-0.2050 -0.6182 0.8603
-0.0409 0.0924 -0.3064
1.5588 -0.8286 0.1144
-0.5091 -0.9573 -1.6825
-0.9368 1.1221 1.7714
1.0663 0.9370 3.6845
-0.2787 -0.7162 -2.6661
-0.1607 -0.6850 -1.5149
1.1321 -1.5713 -0.0507
1.4370 0.2635 -0.0699
0.2866 0.7618 -1.0334
0.3764 0.2548 0.1635
0.7651 1.9408 -1.0156
0.4916 0.3244 0.5636
0.6023 -0.0563 0.5224
0.4300 0.0104 -0.1169
-0.2358 -0.5270 1.0063
-0.2900 0.8639 -0.4258
0.1882 0.7286 -1.1112
-0.2713 0.2024 -0.4896
-2.2582 -0.0579 0.1156
2.0252 -1.1911 -0.2023
-1.7380 0.9008 0.9847
0.8257 -0.8560 -0.1078
-0.5728 -0.1852 0.8665
0.6496 -0.4081 0.7834
-0.2444 1.0636 0.5290
-0.5732 0.9649 -0.0150
-0.3649 -0.5525 -0.7668
0.3569 0.7455 0.6503
0.8698 -0.2274 -0.2801
-0.3156 -1.0467 0.0266
0.0238 0.0428 1.1131
0.3170 -1.1560 0.0609
-0.0753 0.1920 1.1587
-0.5660 0.5814 -0.5972
1.0124 0.3606 -0.3406
0.1099 0.0544 0.9935
0.2635 -0.2186 -0.9784
0.5150 1.0898 -0.0803
-0.3533 1.1715 -0.1973
-0.0318 -0.2020 1.0665
0.5070 0.7768 -0.4084
-0.8049 -0.2286 -0.7740
-0.6225 0.7258 0.6841
0.3166 -0.4021 -0.9653
0.7811 0.5910 0.3417
-0.1905 0.7830 0.8128
0.6193 -0.7634 -0.3933
-0.7553 0.8507 0.1764
0.0203 -0.8141 -0.9255
-1.1146 0.6617 0.7121
0.3439 -1.0707 0.3081
0.2465 0.0528 -0.9704
0.4954 -1.0678 0.4297
-0.4755 0.1766 0.3599
0.2530 -0.4201 0.1296
-0.5839 1.1505 -0.5037
0.9456 -0.1213 0.3617
-0.4623 0.8368 -0.7678
-1.1289 -0.0088 -0.0441
0.7972 -0.8574 -0.2847
0.0307 0.3879 -1.0597
-0.0435 0.1027 0.0037
0.0410 0.2195 0.1136
0.2451 -0.4546 -0.0014
-0.1187 0.3622 0.0671
-0.0410 -0.3232 -0.1477
-0.0818 0.0637 -0.0280
0.0098 -0.0315 -0.0034
0.0136 -0.0688 0.0152
-0.0534 0.0293 0.0288
0.0005 0.0668 0.0289
0.0011 -0.0390 -0.0124
-0.1092 0.0456 -0.0467
-0.0252 0.0191 0.0489
0.2409 -0.0250 0.2716
-0.3286 0.2396 -0.1930
0.3019 -0.1869 -0.0128
-0.0036 -0.0310 -0.0580
0.0361 -0.0134 0.0152
0.0314 -0.0103 0.0303
-0.0485 0.0138 -0.0522
-0.0720 0.0261 -0.0018
0.0410 -0.0214 0.0053
-0.1073 0.0428 -0.0314
-0.0265 0.0234 0.0325
0.1990 0.0086 0.2903
-0.3548 0.1142 -0.2073
0.3897 -0.1268 -0.0076
-0.0059 -0.0200 -0.0954
0.0327 -0.0173 0.0086
0.0290 -0.0071 0.0282
-0.0525 0.0091 -0.0550
-0.0745 0.0120 -0.0333
0.0376 -0.0301 0.0338


Molecular formula: C50H58ClN5O4P
Method: DFT, wB97M-V/def2-TZVPD

Computed properties:
maximum force = 0.0427 hartree/bohr
gap between HOMO and LUMO = 7.51 eV
DFT total energy = -3316.1522 Eh
net charge = +1
HOMO level = -0.381 hartree

Last column: Löwdin charge in e.
CARTESIAN COORDINATES (ANGSTROEM)
C: 5.29292 -4.55354 0.38459  -0.092
O: 4.42327 -5.45540 -0.27756  -0.192
C: 4.55470 -5.39987 -1.68050  -0.228
C: 3.59627 -6.43492 -2.27824  -0.140
C: 2.78173 -5.93075 -3.45814  -0.113
N: 1.57819 -5.15612 -3.11349  -0.019
C: 1.25776 -3.93437 -3.50219  -0.065
N: 0.07274 -3.52576 -3.07927  0.187
C: -0.39688 -4.56860 -2.37459  -0.319
N: -1.60061 -4.60452 -1.82038  0.099
C: -2.55286 -3.50838 -1.89878  -0.133
C: -3.47355 -3.64770 -0.70587  -0.834
O: -3.40599 -4.51956 0.06518  0.096
Cl: -4.71957 -2.45325 -0.67903  0.804
N: 0.49945 -5.60325 -2.34055  0.036
P: 0.39577 -7.18193 -1.57794  0.476
N: 0.91311 -7.19361 -0.15335  -0.093
O: -1.16981 -7.42099 -1.74073  -0.110
O: 1.00638 -8.05815 -2.74153  -0.095
H: 6.31778 -4.94063 0.42123  0.096
H: 5.30400 -3.57872 -0.11889  0.092
H: 4.91499 -4.40676 1.39782  0.079
H: 4.33247 -4.37803 -2.02607  0.122
H: 5.58798 -5.65375 -1.96039  0.134
H: 2.97764 -6.82099 -1.46926  0.070
H: 4.17429 -7.28646 -2.65321  0.132
H: 3.38131 -5.22780 -4.04756  0.138
H: 2.48017 -6.73764 -4.12883  0.122
H: 1.92458 -3.35276 -4.13035  0.161
H: -1.92527 -5.42468 -1.33991  0.112
H: -2.05820 -2.53647 -1.94386  0.133
H: -3.18323 -3.59289 -2.79499  0.140
H: 1.65998 -7.83326 0.09047  0.033
H: -1.57625 -7.40336 -0.85319  0.111
H: 0.38116 -8.67732 -3.14965  0.118
C: 5.99687 0.24732 3.24915  -0.103
C: 4.64676 0.48196 3.03329  -0.092
C: 3.74583 -0.57395 3.03849  -0.096
C: 4.19501 -1.86769 3.26448  -0.100
C: 5.54779 -2.10116 3.47577  -0.107
C: 6.44967 -1.04616 3.46764  -0.103
H: 6.69799 1.07212 3.24052  0.106
H: 4.29516 1.49119 2.85887  0.092
H: 2.69388 -0.38747 2.86384  0.096
H: 3.49352 -2.69292 3.26782  0.099
H: 5.90563 -3.10968 3.64431  0.100
H: 7.50421 -1.23010 3.62766  0.109
C: 2.26238 3.08448 -0.10208  -0.088
C: 0.91413 3.32202 -0.33048  -0.089
C: 0.01281 2.26734 -0.31898  -0.094
C: 0.45757 0.97547 -0.07378  -0.103
C: 1.80569 0.73758 0.15541  -0.110
C: 2.70861 1.79262 0.13899  -0.100
H: 2.96612 3.90680 -0.11270  0.103
H: 0.56547 4.32931 -0.51698  0.104
H: -1.03689 2.45423 -0.50024  0.100
H: -0.24925 0.15441 -0.05691  0.091
H: 2.15612 -0.26863 0.35023  0.091
H: 3.76037 1.60639 0.31554  0.096
C: -5.94261 3.03070 -0.45205  -0.088
C: -5.55769 1.69838 -0.39239  -0.095
C: -5.82558 0.85162 -1.45850  -0.112
C: -6.47615 1.33430 -2.58520  -0.089
C: -6.85750 2.66689 -2.64725  -0.087
C: -6.59249 3.51423 -1.57967  -0.096
H: -5.73976 3.69206 0.38031  0.104
H: -5.05721 1.31739 0.48960  0.099
H: -5.52906 -0.18814 -1.41454  0.013
H: -6.68303 0.67013 -3.41563  0.088
H: -7.36201 3.04530 -3.52706  0.100
H: -6.89665 4.55200 -1.62594  0.100
C: 8.35521 1.82995 8.40488  -0.088
C: 8.38518 0.49830 8.79646  -0.093
C: 7.73095 -0.46472 8.03928  -0.092
C: 7.05228 -0.09768 6.88520  -0.089
C: 7.02359 1.23332 6.49460  -0.093
C: 7.66998 2.19663 7.25481  -0.087
H: 8.86320 2.58041 8.99655  0.102
H: 8.91869 0.21060 9.69309  0.101
H: 7.75187 -1.50178 8.34885  0.100
H: 6.54366 -0.84571 6.29047  0.089
H: 6.49693 1.51906 5.59415  0.069
H: 7.64519 3.23334 6.94558  0.078
C: 6.25453 7.01067 5.56461  -0.090
C: 6.30367 5.68927 5.98643  -0.093
C: 5.67314 4.69967 5.24499  -0.091
C: 4.99673 5.03353 4.07936  -0.095
C: 4.94964 6.35418 3.65572  -0.097
C: 5.57725 7.34336 4.39988  -0.094
H: 6.74404 7.78203 6.14472  0.102
H: 6.83230 5.43440 6.89608  0.094
H: 5.70362 3.66899 5.57344  0.077
H: 4.50306 4.26240 3.50051  0.089
H: 4.42246 6.61373 2.74657  0.099
H: 5.53754 8.37425 4.07288  0.102
C: -10.41055 6.04764 -0.52982  -0.094
C: -9.92302 5.16393 -1.48281  -0.107
C: -9.96574 5.50073 -2.82873  -0.100
C: -10.49090 6.72387 -3.22220  -0.096
C: -10.97665 7.60822 -2.26912  -0.095
C: -10.93861 7.26939 -0.92356  -0.095
H: -10.37922 5.78402 0.51954  0.101
H: -9.51040 4.21081 -1.17640  0.093
H: -9.59127 4.80830 -3.57255  0.094
H: -10.52319 6.98753 -4.27145  0.100
H: -11.38605 8.56209 -2.57535  0.101
H: -11.32128 7.95808 -0.18152  0.101
C: -7.21627 -0.80688 -8.37935  -0.091
C: -7.63874 -1.96400 -7.73950  -0.093
C: -7.18981 -2.25220 -6.45825  -0.099
C: -6.32214 -1.37934 -5.81638  -0.113
C: -5.90155 -0.22059 -6.45489  -0.104
C: -6.34666 0.06444 -7.73814  -0.093
H: -7.56656 -0.58317 -9.37846  0.103
H: -8.31977 -2.64050 -8.23906  0.102
H: -7.51844 -3.15561 -5.96053  0.099
H: -5.97495 -1.60086 -4.81392  0.089
H: -5.22758 0.46153 -5.95144  0.098
H: -6.01741 0.96620 -8.23767  0.102

Forces on the atoms, in the same order (eV/Å):
0.0276 0.1587 0.0745
-0.1499 0.0691 -0.0998
0.0426 -0.2278 0.3722
0.3956 -0.1095 -0.1410
0.0515 0.0089 -0.3495
-0.1345 0.0515 0.4581
0.0215 0.2408 -0.0878
0.0912 -0.3072 0.0779
0.0071 -0.0931 -0.1638
0.0649 0.3797 -0.0629
0.0336 -0.1652 -0.2944
0.0542 1.2276 -1.4469
0.1243 -1.6108 1.4865
-0.2424 0.2764 0.1023
0.0278 0.2494 -0.4596
0.0377 -0.2723 0.2387
0.0579 -0.1652 -0.6498
-0.0881 0.4652 0.4880
-0.1070 -0.2199 0.0019
-0.0763 0.0092 -0.0127
-0.0124 -0.0426 0.0521
0.0835 -0.1093 -0.1246
0.0253 -0.0617 -0.0830
-0.0984 0.2336 -0.0976
0.0076 0.1418 -0.0749
-0.1332 0.0726 0.0794
-0.1371 -0.1047 0.0554
0.0196 0.0874 0.1815
-0.1104 -0.0920 0.1507
0.0661 0.0610 0.0149
-0.0119 -0.1148 0.1579
0.1360 0.0633 0.0852
-0.1297 0.1776 0.3172
0.0163 -0.4326 -0.2056
0.0949 0.0481 0.0211
0.0172 0.0163 -0.0751
-0.0124 0.0552 -0.0054
-0.0504 -0.0306 -0.0030
0.0497 0.0227 -0.0579
0.0411 -0.0791 -0.0188
-0.0007 -0.0140 -0.0510
0.0080 -0.0042 -0.0093
-0.0207 -0.0033 0.0134
-0.0052 0.0266 0.0382
-0.0054 0.0018 0.0357
-0.0157 -0.0038 0.0350
-0.0039 -0.0010 0.0314
0.0088 -0.0001 0.0013
0.0071 0.0018 -0.0003
-0.0254 -0.0036 -0.0048
0.0126 -0.0017 -0.0057
0.0056 -0.0067 -0.0171
0.0216 -0.0180 -0.0017
0.0029 0.0007 -0.0017
-0.0012 -0.0004 -0.0029
-0.0432 0.0037 0.0057
0.0000 0.0075 0.0045
0.0113 0.0015 0.0034
-0.0004 -0.0107 0.0030
-0.0045 -0.0036 -0.0135
0.0065 -0.0300 0.0500
-0.0165 0.0252 -0.0221
0.0222 -0.0465 -0.0571
-0.0023 0.0130 0.0140
0.0109 0.0287 -0.0096
0.0011 -0.0009 0.0006
0.0036 0.0167 -0.0011
-0.0394 0.1393 -0.0366
-0.0315 0.0207 -0.0116
-0.0081 0.0009 -0.0011
0.0024 0.0042 -0.0023
-0.0234 -0.0355 0.0038
-0.0051 0.0013 -0.0018
0.0204 0.0219 -0.0065
-0.0036 -0.0207 0.0375
0.0037 0.0071 0.0155
0.0445 0.0145 0.0116
0.0044 -0.0001 -0.0002
-0.0034 -0.0007 0.0051
0.0027 -0.0019 0.0024
-0.0123 0.0020 0.0024
-0.0262 -0.0190 0.0027
0.0260 0.0066 -0.0018
0.0044 0.0012 -0.0036
-0.0018 -0.0016 -0.0053
-0.0129 0.0171 -0.0435
0.0065 -0.0177 -0.0086
-0.0013 -0.0021 -0.0034
0.0015 0.0021 -0.0002
0.0007 0.0013 0.0023
-0.0172 0.0030 0.0146
-0.0129 0.0061 0.0359
-0.0108 0.0013 0.0041
-0.0062 0.0019 0.0014
0.0044 0.0017 -0.0028
0.0065 0.0140 -0.0096
0.0026 -0.0366 0.0155
0.0182 0.0054 0.0010
0.0049 0.0002 -0.0011
-0.0019 0.0005 -0.0005
0.0062 0.0029 0.0017
-0.0056 -0.0035 0.0016
-0.0154 -0.0086 -0.0014
-0.0026 -0.0028 -0.0010
-0.0031 0.0003 -0.0026
-0.0057 0.0007 -0.0007
0.0027 0.0036 0.0015
0.0016 -0.0011 0.0012
0.0048 -0.0033 -0.0047
0.0049 -0.0027 0.0012
0.0104 -0.0024 0.0119
0.0321 0.0091 0.0297
-0.0097 -0.0054 -0.0012
-0.0030 0.0011 -0.0019
-0.0005 -0.0023 -0.0034
-0.0154 0.0050 0.0057
-0.0075 0.0052 0.0063
-0.0024 0.0043 -0.0010
-0.0051 0.0053 0.0019